# 1
Below is 16 unconnected molecules or ions with the total composition C88H156F4O36, with properties calculated with ωB97M-V/def2-TZVPD.

Each line ends with the Löwdin charge.
Geometry (Å):
C -0.77011 -4.39215 -0.71392  -0.002
C -0.05459 -4.14495 -1.94029  -0.358
C 1.15886 -4.94316 -2.27553  -0.114
O 1.12763 -5.12640 -3.65011  0.098
C -0.10545 -4.80985 -4.11481  -0.516
O -0.53110 -4.93185 -5.22238  0.145
O -0.89953 -4.40790 -3.06456  0.059
H -0.14985 -4.00758 0.07323  0.081
H -0.90309 -5.45498 -0.55670  0.096
H -1.79810 -3.93566 -0.78924  0.116
H 0.23273 -3.14827 -2.06061  0.136
H 1.19060 -5.88214 -1.74038  0.136
H 2.07829 -4.48870 -1.96549  0.124
C -1.91878 6.91763 -3.53874  -0.025
C -0.95920 7.02356 -2.41031  -0.320
C -1.30996 7.87561 -1.23581  -0.133
O -0.59321 7.27796 -0.20516  0.063
C -0.34133 5.96987 -0.47720  -0.550
O 0.14420 5.14218 0.21260  0.167
O -0.83452 5.74764 -1.71322  0.034
H -1.86520 5.99583 -4.14646  0.089
H -1.73426 7.73338 -4.20476  0.081
H -2.98661 6.83506 -3.16072  0.115
H 0.09235 7.24973 -2.78117  0.182
H -2.38648 8.00079 -0.95608  0.155
H -0.92171 8.88950 -1.29760  0.138
C -5.52092 -3.42444 4.94792  0.004
C -5.48759 -4.10237 3.56869  -0.279
C -5.14010 -3.24027 2.37041  -0.079
O -3.93168 -3.77976 1.88521  0.068
C -3.55645 -4.85583 2.55416  -0.545
O -2.54937 -5.48233 2.46723  0.158
O -4.50637 -5.17279 3.53246  0.062
H -6.54705 -3.43465 5.20378  0.062
H -5.13327 -2.39478 4.86615  0.083
H -5.03478 -3.99144 5.72790  0.086
H -6.44563 -4.58951 3.45128  0.140
H -4.91144 -2.18933 2.58818  0.132
H -5.78986 -3.24896 1.50748  0.131
C 1.22460 -5.11713 5.73065  -0.042
C 0.14355 -5.35737 4.78650  -0.310
C -1.09154 -5.92667 5.48620  -0.018
O -1.90132 -4.68437 5.56621  0.057
C -1.47640 -3.81556 4.64290  -0.583
O -1.95688 -2.68804 4.49332  0.097
O -0.31781 -4.16373 4.06156  0.074
H 1.57184 -6.02061 6.17921  0.095
H 0.88305 -4.47166 6.53217  0.091
H 2.05025 -4.64625 5.20051  0.067
H 0.52760 -6.10040 4.03110  0.174
H -0.89397 -6.16545 6.53204  0.138
H -1.63683 -6.63303 4.90437  0.120
F -7.34918 0.80217 4.72515  0.022
C -6.22600 1.13966 3.97365  -0.212
C -4.93115 0.94571 4.48636  -0.014
C -3.79691 0.95664 3.68154  -0.087
C -4.01971 1.26030 2.37525  -0.099
C -5.26820 1.50584 1.82566  -0.072
C -6.37775 1.40790 2.61508  -0.027
H -4.81742 0.72545 5.46910  0.080
H -2.85273 0.57485 4.04788  0.116
H -3.12186 1.27175 1.74514  0.090
H -5.39631 1.63266 0.76365  0.090
H -7.37463 1.68543 2.28074  0.122
F 2.80413 -3.86992 2.76413  0.053
C 3.32076 -3.64765 1.54074  -0.298
C 4.37143 -4.38871 1.03070  -0.011
C 4.96138 -3.95775 -0.18137  -0.068
C 4.51919 -2.78107 -0.77565  -0.088
C 3.35933 -2.15998 -0.31818  -0.057
C 2.74257 -2.62994 0.84492  -0.009
H 4.75985 -5.16102 1.63180  0.092
H 5.75117 -4.59934 -0.67137  0.125
H 4.99706 -2.40493 -1.66956  0.103
H 2.96923 -1.31883 -0.83593  0.084
H 1.82155 -2.22259 1.30948  0.104
F -2.53668 3.28738 8.41151  0.036
C -2.07688 3.83032 7.25400  -0.277
C -1.37523 5.02884 7.44052  -0.020
C -0.83677 5.63068 6.29418  -0.071
C -1.12610 5.15742 4.98951  -0.063
C -1.72957 3.88809 4.90848  -0.072
C -2.23020 3.17163 6.03559  0.012
H -1.31947 5.41242 8.43931  0.111
H -0.33501 6.58928 6.39449  0.099
H -0.89428 5.57424 4.08324  0.069
H -1.93172 3.41336 3.97048  0.083
H -2.76253 2.25471 5.88441  0.083
F 0.85476 -0.95797 -8.02844  0.050
C -0.00975 -0.82389 -7.00206  -0.304
C -0.30278 0.44148 -6.50925  -0.009
C -1.26247 0.48716 -5.49580  -0.083
C -1.72351 -0.64186 -4.87520  -0.090
C -1.25911 -1.89822 -5.28905  -0.054
C -0.48866 -1.96962 -6.43831  -0.031
H 0.00890 1.31032 -7.03701  0.100
H -1.67143 1.50257 -5.31445  0.126
H -2.41195 -0.55650 -4.00898  0.087
H -1.64721 -2.74572 -4.74336  0.078
H -0.13109 -2.93919 -6.83287  0.123
C 1.59094 2.81660 9.63884  -0.157
O 0.94209 1.72425 10.09197  -0.150
C 0.49509 0.94801 9.02819  -0.217
C -0.04799 -0.29382 9.67726  -0.182
O 0.97583 -1.14728 10.12611  -0.129
C 1.45245 -2.07703 9.21784  -0.217
C 2.84689 -2.50047 9.60193  -0.256
O 3.22677 -3.61285 8.91520  -0.182
C 4.54113 -3.94075 9.23115  -0.109
H 1.05501 3.53779 8.95708  0.096
H 2.50104 2.45231 9.06785  0.101
H 1.90191 3.37984 10.48865  0.079
H 1.32612 0.63647 8.34702  0.125
H -0.30915 1.40056 8.38242  0.139
H -0.74002 -0.86016 9.03101  0.133
H -0.54790 -0.01687 10.62419  0.141
H 1.53555 -1.57925 8.27719  0.090
H 0.76285 -2.95735 9.11605  0.148
H 2.85078 -2.70580 10.71773  0.150
H 3.49570 -1.61418 9.44079  0.136
H 4.52140 -4.26906 10.26819  0.094
H 5.20893 -3.07016 9.13107  0.097
H 4.81284 -4.71026 8.53813  0.079
C 3.30741 -2.34420 -6.13210  -0.110
O 3.66319 -1.94814 -4.85028  -0.167
C 2.71322 -1.12000 -4.18820  -0.189
C 2.80308 0.32049 -4.62566  -0.170
O 4.04557 1.01540 -4.43590  -0.103
C 4.56221 1.11469 -3.09516  -0.188
C 3.90376 2.02291 -2.16751  -0.235
O 2.81681 1.43142 -1.51017  -0.192
C 2.28664 2.26282 -0.45420  -0.086
H 3.47993 -1.52549 -6.82369  0.083
H 2.26189 -2.73124 -6.15333  0.091
H 3.99614 -3.09951 -6.46484  0.082
H 2.80978 -1.20985 -3.10450  0.101
H 1.71151 -1.48786 -4.21838  0.107
H 1.94629 0.75759 -4.17407  0.097
H 2.58311 0.37130 -5.72903  0.134
H 5.60472 1.44598 -3.21221  0.133
H 4.73359 0.13855 -2.59794  0.128
H 3.48510 2.94064 -2.70286  0.136
H 4.58121 2.38685 -1.33590  0.129
H 1.60521 1.69965 0.18787  0.073
H 1.74446 3.18272 -0.73548  0.074
H 3.09369 2.63421 0.24091  0.083
C 1.62626 -1.88117 5.37901  -0.057
O 1.66784 -0.46149 5.72147  -0.194
C 2.76834 0.17341 5.09194  -0.215
C 4.14042 -0.18514 5.71104  -0.149
O 4.54989 -1.45185 5.17982  -0.175
C 5.17632 -2.37834 6.03274  -0.197
C 5.27311 -3.67741 5.35356  -0.276
O 6.13881 -4.47794 6.02622  -0.190
C 6.01633 -5.86944 5.67245  -0.059
H 2.52634 -2.39425 5.70080  0.070
H 1.40904 -1.93012 4.30095  0.082
H 0.76875 -2.24529 6.01609  0.102
H 2.60790 1.25790 5.15365  0.111
H 2.86499 -0.11759 4.06154  0.101
H 4.02119 -0.17991 6.83898  0.143
H 4.88670 0.59244 5.31455  0.134
H 4.62627 -2.43741 6.99739  0.114
H 6.20728 -1.98745 6.22008  0.152
H 5.67517 -3.51470 4.33538  0.140
H 4.31847 -4.23021 5.17627  0.120
H 5.99384 -5.89061 4.58288  0.083
H 5.13695 -6.26882 6.17936  0.088
H 6.93909 -6.38639 5.95265  0.092
C 3.39986 6.96834 -10.07896  -0.077
O 1.94809 7.05885 -9.95928  -0.193
C 1.34813 5.77093 -9.98395  -0.217
C 1.27007 5.00775 -8.63998  -0.170
O 2.59915 4.79184 -8.10443  -0.139
C 2.54064 3.90155 -6.98763  -0.167
C 1.91491 4.41229 -5.70056  -0.162
O 1.04356 3.40223 -5.18947  -0.184
C 0.74351 3.59846 -3.86128  -0.115
H 3.57381 6.29227 -10.96365  0.098
H 3.93568 6.53613 -9.24292  0.069
H 3.65666 8.00690 -10.25625  0.081
H 1.81860 5.14611 -10.70116  0.097
H 0.28247 5.97574 -10.31867  0.143
H 0.83043 4.04281 -8.86080  0.119
H 0.56266 5.60699 -8.01298  0.128
H 3.55479 3.60292 -6.87132  0.119
H 2.03491 2.99146 -7.29766  0.115
H 1.22820 5.26119 -5.93247  0.128
H 2.65303 4.71324 -4.99300  0.112
H 0.32533 2.68952 -3.49879  0.073
H 0.01138 4.40489 -3.77218  0.076
H 1.60400 3.87068 -3.25662  0.076
C 0.58741 1.95893 2.87840  -0.111
O -0.16711 1.03019 2.13590  -0.196
C 0.16371 -0.33997 2.40285  -0.191
C -0.79763 -1.24888 1.74583  -0.173
O -0.66693 -1.11081 0.33465  -0.138
C -1.47282 -0.06876 -0.26554  -0.165
C -0.92789 0.42892 -1.61612  -0.181
O -1.72017 1.43311 -2.24219  -0.218
C -1.75682 2.65897 -1.50348  -0.077
H 1.69070 1.93973 2.66014  0.081
H 0.44507 1.83653 3.95957  0.085
H 0.31362 3.00499 2.58777  0.097
H 0.04132 -0.56494 3.40171  0.088
H 1.20779 -0.48539 2.07482  0.123
H -1.80397 -0.99012 2.06387  0.124
H -0.49797 -2.26066 1.97669  0.116
H -1.45692 0.75978 0.46318  0.089
H -2.50414 -0.47574 -0.38700  0.109
H -0.92986 -0.48148 -2.24471  0.113
H 0.14679 0.69516 -1.62034  0.121
H -2.50656 2.40381 -0.73297  0.088
H -2.08339 3.50713 -2.15536  0.093
H -0.75179 2.88691 -1.13254  0.077
C -4.04823 -1.83318 -2.01175  -0.096
O -3.38407 -2.63506 -3.01154  -0.214
C -4.20517 -3.77772 -3.49790  -0.129
C -5.04411 -3.36324 -4.70576  -0.204
O -4.33042 -3.19318 -5.89263  -0.163
C -3.91894 -4.33170 -6.55682  -0.201
C -4.62548 -4.47241 -7.90865  -0.208
O -5.95030 -4.89479 -7.73294  -0.173
C -6.83100 -3.75217 -7.63217  -0.090
H -3.44586 -0.89038 -1.94939  0.048
H -3.98720 -2.21668 -0.98303  0.081
H -5.09174 -1.53316 -2.30660  0.104
H -4.95980 -4.11819 -2.78142  0.120
H -3.42474 -4.55226 -3.69158  0.128
H -5.44581 -2.41665 -4.47087  0.098
H -5.93932 -4.08402 -4.89439  0.158
H -4.08360 -5.29992 -5.95966  0.159
H -2.83605 -4.27537 -6.73049  0.115
H -4.10570 -5.19085 -8.57547  0.130
H -4.69934 -3.51644 -8.53374  0.130
H -7.86414 -4.13095 -7.56996  0.096
H -6.83973 -3.15959 -8.52257  0.071
H -6.69137 -3.08630 -6.81337  0.058
C 6.70545 1.22061 0.13991  -0.114
O 5.39446 0.70350 0.34233  -0.201
C 4.79335 0.81971 1.66309  -0.173
C 5.31952 1.87771 2.52545  -0.221
O 4.97051 3.09236 1.85720  -0.171
C 5.22592 4.33435 2.64099  -0.094
C 4.17311 4.41477 3.79277  -0.187
O 4.55903 3.69247 4.95893  -0.200
C 3.74695 3.94916 6.04288  -0.156
H 6.89842 2.29634 0.06831  0.087
H 7.03322 0.69819 -0.76648  0.091
H 7.37350 0.90401 0.95443  0.082
H 4.83982 -0.17862 2.16271  0.139
H 3.75035 1.08473 1.36697  0.109
H 6.39193 1.74525 2.68422  0.130
H 4.81543 1.83402 3.45110  0.082
H 5.22797 5.14642 1.88830  0.128
H 6.25658 4.27171 3.10778  0.138
H 3.18393 4.09773 3.41465  0.127
H 4.02502 5.46446 4.08317  0.118
H 4.20213 3.48176 6.91302  0.085
H 2.62874 3.73339 6.00167  0.105
H 3.76051 5.03154 6.30012  0.090
C -5.62903 1.29380 -10.73129  -0.122
O -4.75469 1.21031 -9.61399  -0.165
C -5.03594 -0.03819 -8.97658  -0.211
C -4.17746 -0.16841 -7.71050  -0.147
O -4.34949 0.82812 -6.70659  -0.124
C -5.43058 0.67675 -5.87169  -0.220
C -4.97470 1.20924 -4.57976  -0.223
O -5.92475 1.13474 -3.55136  -0.169
C -5.28756 1.54950 -2.33579  -0.095
H -6.71401 1.33429 -10.45850  0.097
H -5.47188 0.42591 -11.34764  0.074
H -5.34522 2.21258 -11.26422  0.092
H -4.78749 -0.92760 -9.55480  0.114
H -6.12296 -0.13948 -8.83279  0.121
H -3.09094 -0.09270 -7.93167  0.136
H -4.30779 -1.14988 -7.22153  0.111
H -5.69969 -0.35175 -5.82004  0.113
H -6.29323 1.21730 -6.19266  0.127
H -4.71861 2.28070 -4.63624  0.143
H -4.11946 0.60649 -4.36759  0.100
H -6.09428 1.66001 -1.61425  0.081
H -4.76146 2.48854 -2.56391  0.085
H -4.52105 0.81808 -1.98260  0.067

Forces on atoms 1 to 3 (eV/Å):
-1.6 -0.3 0.9
0.1 -0.1 -1.8
0.8 -0.8 1.8

**Kohn-Sham gap**: 8.83 eV
**LUMO level**: 0.3 eV
**Calculated total energy**: -178348.637 eV

---

# 2
Below is a molecular structure, C6H6O, with properties calculated with ωB97M-V/def2-TZVPD.

Each line ends with the Löwdin charge.
Geometry (Å):
C 2.46205 1.20394 -0.23077  0.123
C 1.37666 0.68295 -0.18598  -0.067
C 0.09054 0.05481 -0.14561  -0.344
C -1.22116 0.79688 0.01315  -0.009
C -0.84240 -0.23489 1.01111  -0.218
O -1.15385 -1.53604 0.54317  -0.062
C -0.21699 -1.38511 -0.54455  -0.096
H 3.42298 1.66670 -0.26755  0.024
H -2.03964 0.60384 -0.67762  0.120
H -1.10751 1.82660 0.33662  0.119
H -0.72744 -0.07796 2.07889  0.155
H 0.64050 -2.05108 -0.40893  0.130
H -0.68374 -1.55063 -1.52191  0.126

Forces on atoms 1 to 3 (eV/Å):
-0.4 -0.2 0.0
0.4 0.2 0.0
0.2 0.0 -0.1

**Kohn-Sham gap**: 10.29 eV
**LUMO level**: 1.0 eV
**Calculated total energy**: -8362.579 eV

---

# 3
Below is C8H8OS in the gas phase, with properties calculated with ωB97M-V/def2-TZVPD.

Each line ends with the Löwdin charge.
Geometry (Å):
C -1.85201 0.74495 0.56537  0.083
C -2.83723 1.17408 0.06608  -0.272
C 2.19235 0.77901 -1.35605  -0.189
C 0.89990 0.32766 -0.96477  -0.141
C 2.83599 1.35143 -0.32833  -0.425
C 0.71466 0.44529 0.36009  -0.576
C -0.82150 -1.50720 0.97276  -0.081
C -0.44079 -0.03835 1.16866  -0.285
O -3.78880 1.76671 -0.47305  0.111
S 1.91774 1.39475 1.13539  1.054
H 2.50453 0.58322 -2.39308  0.114
H 0.26495 -0.12131 -1.74438  0.126
H 3.85418 1.61501 -0.40975  0.052
H -0.24183 -2.22179 1.63372  0.094
H -1.80383 -1.73737 1.07036  0.020
H -0.62784 -1.94920 -0.10366  0.121
H -0.26451 0.38780 2.09436  0.072
H -3.63362 2.04945 -1.36200  0.122

Forces on atoms 1 to 3 (eV/Å):
4.5 -2.1 2.3
2.3 -0.8 0.7
-1.1 -0.4 -0.8

**SMILES string**: C[C@H](C#CO)c1cccs1
**Kohn-Sham gap**: 9.22 eV
**LUMO level**: 0.5 eV
**Calculated total energy**: -21304.112 eV